No. 1
A structure of composition C4HO2Sr. Source: OMol25; level of theory: ωB97M-V with the def2-TZVPD basis set.

XYZ file:
```
8
C4HO2Sr (ωB97M-V with the def2-TZVPD basis set)
O 0.73819 -2.83715 0.24910
C 0.34958 -1.63336 0.03674
C -0.14027 -0.55753 -0.23886
H 1.60779 -3.03187 -0.13184
C -0.08213 1.95355 -0.91272
C -0.34523 0.83300 -0.24256
O -1.37165 1.46049 0.43171
Sr -0.75628 3.81286 0.80843
```

Charge: +1
Energy above the lowest of the compared OMol25 structures with the same formula, charge and spin: 0.0 kJ/mol
LUMO: -0.1985 hartree
Orbital gap: 0.217 Eh
Multiplicity: 1

No. 2
The ion C7H15N2O with charge +1. Source: OMol25; level of theory: ωB97M-V with the def2-TZVPD basis set.

XYZ file:
```
25
C7H15N2O (ωB97M-V with the def2-TZVPD basis set)
C -1.18073 -1.48118 -1.34421
C -0.55507 -0.93070 -0.34201
C -1.36693 -0.11556 0.60450
O -2.77867 -0.47686 0.51970
C -1.28892 1.37582 0.19066
C 0.12925 1.88203 0.38465
C 1.26533 1.27739 -0.44542
N 1.68587 0.01912 0.27076
C 0.93872 -1.28792 -0.04902
N 1.06865 -2.37202 0.99403
H -0.81040 -2.09856 -2.22036
H -2.19195 -1.17544 -1.49990
H -0.96066 -0.23526 1.65487
H -3.37371 -0.13766 1.31679
H -1.90097 1.84053 0.96778
H -1.66568 1.65000 -0.74005
H 0.12942 3.05057 0.03654
H 0.39610 1.91774 1.41559
H 0.93016 0.97138 -1.42564
H 2.16541 1.95910 -0.34964
H 2.66027 -0.02825 0.19103
H 1.68492 0.26769 1.32266
H 1.43303 -1.53546 -0.90914
H 1.81872 -3.00902 1.07179
H 0.19891 -2.89781 0.93882
```

Charge: +1
Energy above the lowest of the compared OMol25 structures with the same formula, charge and spin: 315.3 kJ/mol
LUMO: -0.1140 hartree
Orbital gap: 0.381 Eh
Multiplicity: 1